Entry 1:
ORCA calculation (ωB97M-V/def2-TZVPD) on C29H33NNaO9P2S3 as an isolated structure in a non-equilibrium geometry.

The value obtained for the HOMO energy is -0.3506 hartree. Its total energy is -3894.94259 a.u. As for the orbital gap: 5.14 eV.

```
! RIJCOSX wB97M-V def2-TZVPD def2/J DEFGRID3
* xyz 1 1
C -3.9663 0.8063 0.1699
C -2.5620 1.4503 0.7409
C -2.2883 1.2353 2.3764
C -0.9287 1.8514 3.0559
C 0.1942 2.6375 2.1337
C -0.1013 2.8303 0.5259
C -1.4535 2.2626 -0.2110
C -1.8483 2.4486 -1.7865
C -1.1029 1.4381 -2.8338
C -2.2284 0.3829 -3.4806
C -2.5778 0.6829 -5.0527
O -3.5306 -0.3781 -5.5212
C -4.8383 -0.2335 -4.8644
O -5.0968 -1.1098 -3.8541
O -0.9174 2.3477 -4.0149
S 0.6406 3.1175 -3.9454
O 1.4359 3.2633 -5.2784
O 0.6917 4.5176 -3.2183
O 1.3169 2.0998 -2.7187
C 0.4190 0.9138 -2.5786
C 0.8231 -0.0026 -1.2968
C -0.3595 -0.9249 -0.6542
C 0.3172 -2.4317 -0.3898
S 1.7572 -2.3963 0.8064
C 1.4042 -3.5315 2.2963
S 0.8493 -5.1590 2.1278
N 1.6212 -2.9479 3.6756
C 0.3290 -2.5806 4.3712
C 0.3422 -1.9326 5.9129
C -1.0280 -1.5392 6.7403
C -2.5431 -1.7949 6.1029
C -2.5885 -2.4278 4.5700
C -1.1934 -2.8083 3.7358
C 2.5982 -1.7920 3.6023
C 2.2194 -0.1932 3.6737
C 3.3868 0.9617 3.5671
C 4.9736 0.4957 3.3518
C 5.4066 -1.0979 3.2818
C 4.2072 -2.2112 3.4236
P 0.9210 -0.1354 -4.1203
P 3.0841 -0.3282 -4.3126
O 3.5344 -1.7509 -3.7436
O 3.4188 -0.4018 -6.0555
O 4.0004 1.0058 -3.6463
H -4.5757 1.5964 -0.4477
H -3.6573 -0.1153 -0.5217
H -4.6538 0.4550 1.0676
H -3.0660 0.6476 3.0655
H -0.7113 1.7442 4.2143
H 1.1406 3.0602 2.6844
H 0.7111 3.4269 -0.0930
H -3.0367 2.4308 -1.8993
H -1.5369 3.5554 -2.0951
H -3.1427 0.4262 -2.7518
H -1.8239 -0.7366 -3.4338
H -1.6377 0.5685 -5.7795
H -3.1504 1.6985 -5.1988
H -5.6743 0.5423 -5.1270
H 1.3299 0.6333 -0.4253
H 1.6831 -0.7462 -1.6603
H -1.2869 -1.1211 -1.3372
H -0.6025 -0.5065 0.4112
H -0.5744 -3.0764 0.0731
H 0.6158 -2.9174 -1.4191
H 1.3721 -1.7404 6.4506
H -0.9657 -1.0678 7.8243
H -3.5384 -1.5566 6.6781
H -3.6307 -2.6551 4.0409
H -1.3491 -3.2734 2.6721
H 1.0648 0.0606 3.8325
H 3.1247 2.1172 3.6280
H 5.8627 1.2767 3.2395
H 6.5057 -1.4839 3.1446
H 4.4822 -3.3717 3.3985
H 0.5019 0.5797 -5.3249
H 4.1001 0.3062 -6.2879
H 4.3319 0.7185 -2.7313
Na 3.0486 1.8844 -6.5558
*
```


Entry 2:
ORCA calculation (ωB97M-V/def2-TZVPD) on C10H11N2P as an isolated structure in a non-equilibrium geometry.

The value obtained for the HOMO energy is -0.3287 hartree. Its total energy is -838.45698 a.u. As for the orbital gap: 9.29 eV. The energy above the lowest of the compared OMol25 structures with the same formula, charge and spin comes out at 0.0 kJ/mol.

```
! RIJCOSX wB97M-V def2-TZVPD def2/J DEFGRID3
* xyz 0 1
C 0.4714 -2.5530 0.0934
C 3.8017 0.1978 -0.1763
C -0.1323 0.7555 0.1752
C -0.0857 0.1035 -1.0048
C 1.5031 -0.6921 1.3820
C 1.5527 -1.6580 0.2269
C 1.2101 0.7471 0.8539
C 1.2769 -0.3750 -1.2884
C -1.3326 1.3329 0.8404
C -1.2302 -0.2101 -1.9066
N -0.4275 -3.2570 -0.0220
N 4.8315 -0.2229 0.1032
P 2.2955 1.0095 -0.6560
H 0.7111 -0.9591 2.0844
H 2.4559 -0.6918 1.9134
H 2.5141 -2.1152 0.0130
H 1.3106 1.4864 1.6495
H 1.4981 -0.8897 -2.2121
H -1.3415 1.0868 1.9014
H -2.2451 0.9549 0.3877
H -1.3250 2.4210 0.7516
H -1.8324 -1.0131 -1.4818
H -0.8671 -0.5311 -2.8794
H -1.8606 0.6658 -2.0448
*
```


Entry 3:
ORCA calculation (ωB97M-V/def2-TZVPD) on a 8-piece molecular cluster, C24H32F12N4O8 overall in a non-equilibrium geometry.

The value obtained for the HOMO energy is -0.4103 hartree. Its SMILES is CCOC(=O)C(F)(F)F.CCOC(=O)C(F)(F)F.CCOC(=O)C(F)(F)F.CCOC(=O)C(F)(F)F.CC#N.CC#N.CC#N.CC#N. Its total energy is -2952.97068 a.u. As for the orbital gap: 11.28 eV. The energy above the lowest of the compared OMol25 structures with the same formula, charge and spin comes out at 98.1 kJ/mol.

```
! RIJCOSX wB97M-V def2-TZVPD def2/J DEFGRID3
* xyz 0 1
C 11.2729 1.3881 3.9247
C 10.1530 2.5143 4.0050
O 8.9768 1.8728 3.5767
C 7.8688 2.5967 3.4873
O 7.6894 3.7665 3.8420
C 6.7229 1.8200 2.8501
F 6.4717 2.2793 1.6786
F 7.0724 0.5606 2.6253
F 5.6897 1.9199 3.6707
H 12.2882 1.7516 4.0838
H 11.4122 0.9149 2.9527
H 11.0933 0.5720 4.6246
H 10.4094 3.3471 3.3503
H 10.1233 2.8830 5.0303
C -8.2075 -1.0329 -1.6300
C -6.8460 -0.3279 -1.3647
O -6.9119 1.1010 -1.4559
C -6.8014 1.6866 -2.7037
O -6.5808 1.1272 -3.7812
C -6.7971 3.2072 -2.6555
F -5.6757 3.6509 -3.1615
F -7.7684 3.6231 -3.4592
F -7.1003 3.6275 -1.3939
H -8.2021 -2.0437 -1.2219
H -8.3589 -1.1167 -2.7061
H -8.9306 -0.3326 -1.2119
H -6.0177 -0.7577 -1.9279
H -6.4484 -0.6166 -0.3918
C -0.5634 -0.2213 -6.9727
C -0.2187 1.1559 -6.4740
O 1.0035 1.6582 -7.0837
C 2.1951 1.8942 -6.3559
O 2.2186 1.7294 -5.1229
C 3.4336 2.2865 -7.1537
F 3.1594 2.5459 -8.4269
F 4.0140 3.3099 -6.6502
F 4.3126 1.3570 -7.0305
H 0.2270 -0.9518 -6.8005
H -0.7054 -0.2436 -8.0532
H -1.4964 -0.5349 -6.5044
H -0.0560 1.2142 -5.3978
H -1.0699 1.8201 -6.6233
C -3.3891 2.2882 3.2201
C -3.0288 3.1005 4.4793
O -3.6251 2.4783 5.5992
C -3.0906 1.3365 6.1793
O -1.9601 0.9302 5.9658
C -3.9658 0.6407 7.2104
F -4.1592 -0.6275 6.9394
F -3.4679 0.8379 8.4598
F -5.2405 1.2062 7.2969
H -2.6610 1.4780 3.2575
H -3.1370 2.9206 2.3689
H -4.4202 1.9354 3.2419
H -3.4587 4.0984 4.3926
H -1.9469 3.2136 4.5485
C 0.7298 -3.5789 4.2710
C -0.6883 -3.4686 3.8865
N -1.8189 -3.3449 3.6268
H 1.2445 -2.6392 4.0710
H 1.2835 -4.3905 3.7989
H 0.6513 -3.7582 5.3433
C 2.6961 -4.3062 -3.7912
C 2.6776 -4.1931 -2.3616
N 2.6995 -4.0741 -1.2169
H 2.8534 -3.3510 -4.2922
H 1.6582 -4.5177 -4.0486
H 3.4395 -5.0137 -4.1583
C 0.6689 0.3669 0.0319
C -0.1820 -0.2776 -0.9636
N -0.8935 -0.8227 -1.6726
H 1.6533 -0.0840 -0.0936
H 0.2016 0.0757 0.9726
H 0.7788 1.4512 0.0127
C -2.1090 -6.1776 -0.1678
C -3.3238 -6.0481 -0.9986
N -4.3099 -6.0099 -1.5470
H -2.4079 -6.6388 0.7735
H -1.6237 -5.2256 0.0473
H -1.3798 -6.8129 -0.6704
*
```


Entry 4:
ORCA calculation (ωB97M-V/def2-TZVPD) on one molecule with the formula C5H8O in a non-equilibrium geometry.

The value obtained for the HOMO energy is -0.2473 hartree. Its total energy is -270.31477 a.u. As for the orbital gap: 7.61 eV. The energy above the lowest of the compared OMol25 structures with the same formula, charge and spin comes out at 638.3 kJ/mol.

```
! RIJCOSX wB97M-V def2-TZVPD def2/J DEFGRID3
* xyz 0 1
C 1.8673 -0.0038 -0.5826
C 0.4616 -0.3961 -0.3169
C -0.6286 0.5995 -0.7511
C -1.1964 0.4338 0.6305
C -1.1627 -0.9845 0.9484
O 0.0845 0.0752 1.2212
H 2.1041 1.0256 -0.2681
H 1.9884 -0.0526 -1.6712
H 2.6113 -0.6820 -0.1462
H -0.3046 1.6384 -0.9084
H -1.2911 0.2624 -1.5550
H -1.8036 1.1257 1.2074
H -1.3657 -1.2656 1.9704
H -1.3645 -1.7758 0.2216
*
```